Density functional theory data (ωB97M-V/def2-TZVPD) for the ion HN2O2 with charge -1 in a non-equilibrium geometry.

## Properties
energy relative to the best compared isomer or geometry (same formula, charge and spin)	1.186	eV
Kohn-Sham gap	8.964	eV
maximum force	0.12405	Eh/bohr
charge	-1
total energy	-260.48292	Eh
SMILES	N=[N+]([O-])[O-]

Last column: Löwdin charge in e.
Element x y z (Å)
N: 0.29915 -0.70937 -0.03072  0.0493
N: 1.42509 -0.12769 0.00294  -0.5270
O: 2.54259 -0.59892 0.00954  -0.1043
O: 1.50082 1.42039 -0.00864  -0.3761
H: -0.37200 -0.11056 0.22700  -0.0419